The following is a quantum chemistry calculation of a 4-piece molecular cluster, CH8O5 overall in a non-equilibrium geometry, from OMol25.

Calculated values
Gap between HOMO and LUMO ... 11.28 eV
Structure (SMILES) ... O=CO.O.O.O
HOMO energy ... -10.87 eV

ORCA input file:
```
! RIJCOSX wB97M-V def2-TZVPD def2/J DEFGRID3
* xyz 0 1
O -0.882 -0.553 0.962
C -1.572 0.438 0.943
O -1.472 1.249 -0.161
H -2.397 0.648 1.535
H -0.620 0.722 -0.677
O -0.608 4.196 0.629
H -1.375 4.126 0.230
H -0.553 4.931 1.167
O -0.134 -0.851 -2.252
H 0.540 -1.201 -1.735
H -0.888 -1.293 -2.194
O 3.519 -4.093 0.867
H 2.701 -3.688 0.621
H 3.741 -4.630 0.064
*
```